[1]
Density functional theory data (wB97M-V/def2-TZVPD) for a cluster of 2 separate species, C20H22BrClN8O5 in total at a distorted geometry.

Properties
Gap between HOMO and LUMO, eV: 8.61
E_tot, eV: -125821.4356

Structure (XYZ):
```
57
Properties=species:S:1:pos:R:3:forces:R:3
O 4.981 -3.109 -3.613 -0.416 -0.040 0.127
O 4.479 -0.988 0.663 0.761 -0.137 -0.419
O 1.306 -3.338 -2.666 0.381 0.070 0.460
Cl -1.366 3.043 6.675 -0.529 -0.122 -0.250
Br -1.155 -2.391 0.484 -0.220 0.451 -0.265
N -1.327 0.083 3.193 -0.461 0.554 0.447
N -3.870 2.842 5.778 3.135 0.745 1.267
N -4.548 1.477 3.975 0.056 -1.128 -1.703
O -1.883 1.453 -3.159 -0.255 0.420 -0.121
O -3.500 2.630 -1.946 0.270 0.077 -0.522
C 5.268 -2.148 -2.915 0.768 -1.015 -1.042
C 3.263 -0.931 0.623 1.190 -0.436 -1.336
C 2.107 -2.424 -2.820 -0.461 -0.822 0.383
C -1.087 0.893 4.198 -0.157 0.037 0.021
C -4.744 2.359 4.928 -0.023 -1.302 -0.604
C -2.613 2.436 5.619 -1.264 0.796 0.554
C -3.288 1.077 3.834 -0.292 -0.867 -1.178
C -1.562 -0.319 -1.450 0.236 0.115 -0.488
C -3.488 1.096 0.000 0.143 0.236 -0.576
C -1.961 -0.788 -0.191 -0.633 0.901 -0.035
C -2.127 0.846 -1.970 0.207 -1.081 0.989
C -3.077 1.540 -1.256 -0.145 -0.752 1.240
C -2.297 1.535 4.634 3.051 0.093 0.842
C -2.937 -0.079 0.544 0.444 -0.492 -0.489
N 2.604 -0.568 1.698 -1.603 0.365 0.967
N -6.004 2.733 5.126 -1.642 0.472 0.428
N 2.018 -1.689 -3.938 0.336 1.250 -0.476
N -2.676 0.187 2.959 -1.926 0.479 0.435
N 4.416 -1.567 -2.073 -1.038 0.886 0.484
C -2.770 2.588 -3.187 -0.028 0.274 -0.255
C 6.652 -1.548 -2.983 -0.071 -0.030 0.127
C 2.732 -0.467 -4.313 0.135 -0.482 0.148
C -3.395 -0.544 1.906 0.564 0.022 -0.154
C 2.453 -1.220 -0.632 -0.123 -0.305 -0.178
C 3.120 -2.134 -1.683 0.645 0.360 0.135
H -0.107 1.051 4.640 -0.139 -0.279 -0.353
H -0.821 -0.864 -2.027 -0.060 0.007 0.047
H -4.234 1.670 0.543 0.048 -0.151 0.050
H 1.598 -0.530 1.697 -0.050 0.015 0.357
H 3.156 -0.393 2.517 -0.171 0.104 0.186
H -6.139 3.073 6.067 -0.438 0.051 -0.198
H -6.654 2.056 4.754 -0.267 0.322 0.150
H 1.338 -2.040 -4.594 0.011 -0.087 0.146
H 4.788 -0.848 -1.470 -0.073 -0.216 0.197
H -3.466 2.502 -4.028 -0.023 -0.234 0.173
H -2.195 3.510 -3.311 0.078 -0.145 0.226
H 7.278 -2.174 -3.617 -0.130 0.076 0.039
H 7.076 -1.508 -1.981 0.117 0.172 0.029
H 6.590 -0.546 -3.400 0.146 0.177 0.026
H 3.708 -0.724 -4.728 0.050 0.188 0.019
H 2.862 0.185 -3.448 0.022 -0.019 -0.120
H 2.163 0.071 -5.072 -0.053 -0.119 0.118
H -3.235 -1.617 2.036 0.106 0.169 -0.034
H -4.472 -0.375 2.004 0.301 0.286 0.340
H 1.526 -1.698 -0.323 -0.182 0.011 -0.146
H 2.196 -0.266 -1.091 -0.081 0.209 -0.028
H 3.318 -3.099 -1.211 -0.245 -0.128 -0.188
```
Positions in Å, forces in eV/Å.

What are the natural (NBO) partial charges on each atom? They are as follows, in elementary charge units: atom 1 (O): -0.635, atom 2 (O): -0.655, atom 3 (O): -0.633, atom 4 (Cl): 0.032, atom 5 (Br): 0.073, atom 6 (N): -0.225, atom 7 (N): -0.518, atom 8 (N): -0.540, atom 9 (O): -0.472, atom 10 (O): -0.483, atom 11 (C): 0.674, atom 12 (C): 0.670, atom 13 (C): 0.679, atom 14 (C): 0.010, atom 15 (C): 0.560, atom 16 (C): 0.309, atom 17 (C): 0.400, atom 18 (C): -0.284, atom 19 (C): -0.265, atom 20 (C): -0.065, atom 21 (C): 0.232, atom 22 (C): 0.298, atom 23 (C): -0.307, atom 24 (C): -0.072, atom 25 (N): -0.795, atom 26 (N): -0.768, atom 27 (N): -0.607, atom 28 (N): -0.202, atom 29 (N): -0.625, atom 30 (C): 0.231, atom 31 (C): -0.708, atom 32 (C): -0.408, atom 33 (C): -0.243, atom 34 (C): -0.508, atom 35 (C): -0.121, atom 36 (H): 0.219, atom 37 (H): 0.248, atom 38 (H): 0.235, atom 39 (H): 0.409, atom 40 (H): 0.411, atom 41 (H): 0.398, atom 42 (H): 0.398, atom 43 (H): 0.408, atom 44 (H): 0.422, atom 45 (H): 0.166, atom 46 (H): 0.167, atom 47 (H): 0.242, atom 48 (H): 0.228, atom 49 (H): 0.222, atom 50 (H): 0.203, atom 51 (H): 0.197, atom 52 (H): 0.208, atom 53 (H): 0.233, atom 54 (H): 0.243, atom 55 (H): 0.251, atom 56 (H): 0.226, atom 57 (H): 0.238

=====

[2]
Density functional theory data (wB97M-V/def2-TZVPD) for a structure of composition C15H22BCuN10.

Properties
Multiplicity: 2
Gap between HOMO and LUMO (alpha / beta), eV: 10.29 / 6.83
Total charge: +1
E_tot, eV: -76124.4625

Structure (XYZ):
```
49
Properties=species:S:1:pos:R:3:forces:R:3
Cu 0.002 0.000 -0.466 0.004 0.001 0.785
C -1.812 -3.204 -2.558 -0.015 -0.021 0.030
C -1.536 -2.716 -1.282 -0.014 -0.037 0.029
N -0.881 -1.562 -1.356 -0.046 -0.084 -0.390
N -0.723 -1.283 -2.682 0.015 0.024 -0.015
C -1.278 -2.262 -3.413 -0.004 -0.007 0.048
B 0.001 0.000 -3.195 0.002 -0.001 -0.064
N -0.749 1.269 -2.682 0.017 -0.024 -0.015
C -1.322 2.238 -3.412 -0.006 0.007 0.047
C -1.874 3.169 -2.557 -0.013 0.021 0.030
C -1.588 2.686 -1.281 -0.020 0.033 0.027
N -0.911 1.545 -1.356 -0.048 0.081 -0.384
N 1.476 0.015 -2.683 -0.031 0.000 -0.015
C 2.601 0.024 -3.414 0.009 0.001 0.046
C 3.684 0.034 -2.559 0.026 0.000 0.031
C 3.124 0.029 -1.283 0.041 0.003 0.026
N 1.797 0.017 -1.357 0.086 0.001 -0.396
H -2.327 -4.112 -2.819 0.010 0.018 0.007
H -1.781 -3.151 -0.325 0.013 0.023 -0.010
H -1.259 -2.226 -4.490 0.020 0.033 0.022
H 0.001 0.001 -4.389 0.000 0.000 0.049
H -1.302 2.203 -4.489 0.020 -0.033 0.023
H -2.406 4.067 -2.817 0.010 -0.017 0.007
H -1.842 3.115 -0.324 0.014 -0.022 -0.010
H 2.559 0.024 -4.491 -0.038 0.000 0.023
H 4.727 0.043 -2.821 -0.020 0.000 0.007
H 3.623 0.034 -0.327 -0.026 0.000 -0.009
C 0.423 1.342 1.993 0.004 -0.014 0.086
N 0.001 0.000 1.455 -0.009 0.006 0.067
C -1.373 -0.304 1.992 0.011 0.005 0.086
N -1.369 -0.303 3.435 0.114 0.026 -0.039
C -0.931 1.015 3.910 0.006 -0.011 -0.005
N 0.422 1.337 3.436 -0.034 -0.110 -0.038
C 1.343 0.298 3.911 -0.011 0.000 -0.008
N 0.947 -1.034 3.436 -0.081 0.086 -0.039
C 0.951 -1.037 1.993 -0.013 0.005 0.085
C -0.415 -1.313 3.910 0.004 0.009 -0.009
H -0.274 2.091 1.616 -0.012 -0.009 -0.022
H 1.423 1.559 1.614 0.002 -0.016 -0.019
H -1.674 -1.282 1.615 0.015 -0.004 -0.022
H -2.060 0.453 1.612 0.011 0.009 -0.019
H -0.934 1.018 4.998 0.003 -0.004 0.011
H -1.628 1.777 3.557 -0.003 0.004 -0.009
H 1.346 0.298 5.000 -0.004 -0.001 0.012
H 2.352 0.521 3.560 0.005 0.001 -0.010
H 0.638 -2.011 1.613 -0.013 0.004 -0.019
H 1.948 -0.809 1.617 -0.003 0.015 -0.021
H -0.417 -1.316 4.999 0.002 0.004 0.012
H -0.725 -2.297 3.559 -0.001 -0.005 -0.010
```
Positions in Å, forces in eV/Å.

What are the natural (NBO) partial charges on each atom? They are as follows, in elementary charge units: atom 1 (Cu): 1.480, atom 2 (C): -0.336, atom 3 (C): -0.005, atom 4 (N): -0.478, atom 5 (N): -0.321, atom 6 (C): 0.025, atom 7 (B): 0.503, atom 8 (N): -0.321, atom 9 (C): 0.025, atom 10 (C): -0.336, atom 11 (C): -0.005, atom 12 (N): -0.478, atom 13 (N): -0.329, atom 14 (C): 0.027, atom 15 (C): -0.336, atom 16 (C): -0.004, atom 17 (N): -0.475, atom 18 (H): 0.251, atom 19 (H): 0.217, atom 20 (H): 0.239, atom 21 (H): -0.003, atom 22 (H): 0.239, atom 23 (H): 0.251, atom 24 (H): 0.217, atom 25 (H): 0.239, atom 26 (H): 0.251, atom 27 (H): 0.217, atom 28 (C): -0.081, atom 29 (N): -0.514, atom 30 (C): -0.081, atom 31 (N): -0.441, atom 32 (C): -0.084, atom 33 (N): -0.441, atom 34 (C): -0.084, atom 35 (N): -0.441, atom 36 (C): -0.081, atom 37 (C): -0.084, atom 38 (H): 0.214, atom 39 (H): 0.218, atom 40 (H): 0.214, atom 41 (H): 0.218, atom 42 (H): 0.221, atom 43 (H): 0.208, atom 44 (H): 0.221, atom 45 (H): 0.208, atom 46 (H): 0.218, atom 47 (H): 0.214, atom 48 (H): 0.221, atom 49 (H): 0.208

=====

[3]
Density functional theory data (wB97M-V/def2-TZVPD) for a structure of composition F15Mg8 at a distorted geometry.

Properties
Gap between HOMO and LUMO, eV: 2.34
Total charge: +1
E_tot, eV: -84278.3627

Structure (XYZ):
```
23
Properties=species:S:1:pos:R:3:forces:R:3
Mg -2.224 -2.314 6.241 -0.685 -0.241 -2.179
Mg -0.979 3.419 -1.495 0.745 -4.111 -2.671
Mg 0.073 1.849 0.997 0.103 -0.058 -0.526
Mg 7.979 0.898 -0.892 -0.498 -0.446 0.184
Mg 5.204 -1.475 -0.291 -1.753 2.823 -2.560
Mg 2.225 -3.423 3.664 -2.034 0.862 -0.417
Mg -3.108 -0.452 0.078 -0.360 -2.642 -1.375
Mg 4.799 2.311 -5.677 -1.800 0.164 0.790
F -4.028 -2.311 -0.628 0.722 1.848 0.861
F -0.028 0.322 0.311 0.637 -0.881 -0.496
F 2.165 4.998 -5.044 0.819 -0.640 -0.160
F 4.165 -0.175 -1.529 2.400 -2.399 2.434
F -0.195 -2.226 3.231 1.698 -0.731 0.517
F 2.328 1.979 -1.410 -0.870 0.966 1.408
F -2.486 1.157 -0.444 1.403 2.970 0.319
F -3.022 -3.739 2.288 -0.368 1.321 1.962
F -1.107 -1.294 1.196 -1.047 -0.194 0.488
F 2.506 -0.287 -3.612 0.689 0.380 -0.791
F -0.233 1.533 -2.814 -1.178 2.882 1.647
F -3.082 1.390 2.590 -1.033 -0.628 -1.103
F -3.205 -0.170 -2.178 -0.287 -0.404 1.216
F -4.402 0.727 1.503 1.565 0.189 0.646
F -3.346 -2.717 3.915 1.130 -1.031 -0.194
```
Positions in Å, forces in eV/Å.

What are the natural (NBO) partial charges on each atom? They are as follows, in elementary charge units: atom 1 (Mg): 0.909, atom 2 (Mg): 1.467, atom 3 (Mg): 1.660, atom 4 (Mg): 0.320, atom 5 (Mg): 1.488, atom 6 (Mg): 0.708, atom 7 (Mg): 1.868, atom 8 (Mg): 1.115, atom 9 (F): -0.707, atom 10 (F): -0.863, atom 11 (F): -0.659, atom 12 (F): -0.863, atom 13 (F): -0.661, atom 14 (F): -0.700, atom 15 (F): -0.859, atom 16 (F): -0.162, atom 17 (F): -0.452, atom 18 (F): -0.453, atom 19 (F): -0.694, atom 20 (F): -0.275, atom 21 (F): -0.516, atom 22 (F): -0.273, atom 23 (F): -0.400